ORCA calculation (ωB97M-V with the def2-TZVPD basis set) on a cluster of 2 separate species, C2H7NO in total in a non-equilibrium geometry.

```
11
Properties=species:S:1:pos:R:3:forces:R:3
C -0.560 0.851 -0.359 -4.63 1.04 0.22
C 0.794 -1.553 1.084 0.37 1.75 -1.30
N -0.542 1.574 -1.521 0.59 -0.51 -0.18
O -1.432 -0.017 -0.167 2.42 0.89 -0.47
H -0.185 2.518 -1.565 0.18 -0.36 0.08
H -1.127 1.249 -2.279 0.07 0.08 0.18
H -0.139 1.437 0.476 0.86 -0.74 -0.03
H 0.867 -0.721 0.234 -0.06 -2.58 1.61
H -0.195 -2.002 1.158 -0.04 0.47 -0.23
H 1.504 -2.370 0.961 0.26 0.33 -0.11
H 1.016 -0.966 1.978 -0.01 -0.39 0.23
```
Forces are in eV/Å.

## Properties
- Net charge: 0
- SMILES: NC=O.C
- Molecular weight: 61.1 g mol⁻¹
- HOMO-LUMO gap: 0.4004 Eh
- Spin multiplicity: 1
- HOMO level: -9.97 eV
- DFT total energy: -5724.4658 eV

Atomic partial charges in e from the Löwdin method, atoms 1 to 6: -0.418 -0.059 0.106 -0.034 0.093 0.104